Entry 1:
Here is a single C5H5ClOS molecule from OMol25. Energies are from wB97M-V/def2-TZVPD.

Calculated values
**E**: -30667.907 eV
**Energy relative to the best compared isomer or geometry (same formula, charge and spin)**: 253.62 kJ/mol
**Kohn-Sham gap**: 8.23 eV
**SMILES**: C=C(Cl)[C@H]1O[C@@H]1C=S

Last column: Löwdin charge in e.
Positions of all 13 atoms, in Å:
C -2.054 0.756 0.772  -0.003
C -1.488 -0.221 0.121  -0.642
Cl -2.406 -1.749 -0.190  0.601
C -0.170 -0.248 -0.578  -0.280
O 0.407 1.113 -0.763  -0.024
C 1.006 0.132 0.156  -0.356
C 2.248 -0.278 -0.443  -0.562
S 3.415 -1.250 0.307  0.641
H -1.541 1.759 0.916  0.110
H -2.969 0.523 1.325  0.071
H -0.080 -1.005 -1.474  0.180
H 1.026 0.343 1.275  0.181
H 2.606 0.126 -1.424  0.083

***

Entry 2:
Here is a molecular structure, C33H71BF3N8NbO13P from OMol25. Energies are from wB97M-V/def2-TZVPD.

Calculated values
**E**: -93568.375 eV
**Kohn-Sham gap**: 5.52 eV
**Net charge**: -1

Last column: Löwdin charge in e.
Positions of all 131 atoms, in Å:
C -1.539 6.563 -2.160  -0.146
C -0.704 5.262 -2.771  -0.243
B -1.803 4.197 -3.408  -0.453
O -2.947 3.778 -2.557  -0.067
Nb -1.628 3.365 -5.573  1.763
O -3.729 2.951 -5.439  -0.457
C 0.603 3.821 -5.628  -0.354
C 1.515 2.757 -6.477  -0.239
C 2.697 2.013 -5.559  -0.225
O 2.595 0.521 -5.688  -0.171
C -1.687 2.566 -7.706  -0.427
P -3.473 2.112 -8.324  0.645
O -4.017 0.815 -7.585  -0.432
O -3.248 1.648 -10.024  -0.291
O -4.572 3.463 -8.320  -0.253
C -1.289 1.254 -4.666  -0.297
C -0.036 1.123 -3.624  -0.074
C 0.191 -0.383 -2.932  -0.035
C -0.897 -1.575 -3.371  -0.051
C -2.046 -1.146 -4.456  -0.101
N -2.263 0.197 -5.095  -0.022
C -2.174 5.498 -6.283  -0.339
F -3.616 5.730 -5.923  -0.105
F -1.274 6.527 -5.670  -0.107
F -2.114 5.587 -7.771  -0.103
H -2.323 6.201 -1.367  0.073
H -0.773 7.263 -1.615  0.066
H -2.056 7.088 -3.098  0.088
H 0.126 5.604 -3.523  0.075
H -0.173 4.712 -1.879  0.099
H -3.827 3.926 -3.020  0.091
H -3.846 2.356 -4.631  0.009
H 0.986 3.790 -4.498  0.033
H 0.788 4.950 -5.970  0.074
H 0.924 1.886 -6.987  0.072
H 2.103 3.384 -7.304  0.112
H 2.681 2.357 -4.441  0.082
H 3.754 2.281 -6.040  0.124
H 1.634 0.245 -5.737  0.072
H -1.140 3.286 -8.458  0.033
H -1.107 1.523 -7.691  0.045
H -2.280 1.854 -10.262  0.062
H -5.514 3.069 -8.266  0.096
H 0.702 1.967 -3.291  0.067
H 1.076 -0.570 -2.172  0.076
H -0.784 -2.642 -2.883  0.069
H -2.811 -2.008 -4.768  0.088
C 1.747 -4.196 -0.828  -0.332
O 2.263 -3.338 -1.533  -0.003
N 1.023 -3.958 0.321  -0.184
C 0.444 -5.032 1.101  -0.071
C 0.833 -2.592 0.762  -0.053
H 1.830 -5.268 -1.072  0.125
H -0.640 -4.893 1.144  0.093
H 0.860 -4.997 2.112  0.052
H 0.664 -6.006 0.655  0.082
H 0.319 -2.031 -0.025  0.084
H 1.811 -2.135 0.938  0.076
H 0.242 -2.562 1.681  0.069
C -6.321 -2.485 -5.279  -0.322
O -5.315 -2.427 -4.583  -0.007
N -7.151 -1.425 -5.575  -0.202
C -8.325 -1.577 -6.408  -0.074
C -6.840 -0.117 -5.037  -0.042
H -6.649 -3.432 -5.738  0.124
H -8.227 -0.925 -7.280  0.090
H -9.208 -1.288 -5.830  0.082
H -8.439 -2.611 -6.744  0.079
H -5.849 0.186 -5.387  0.087
H -6.825 -0.175 -3.944  0.090
H -7.584 0.619 -5.356  0.087
C 0.729 -4.194 4.741  -0.303
O 0.760 -3.687 3.627  -0.033
N 1.829 -4.596 5.468  -0.190
C 1.707 -5.189 6.783  -0.070
C 3.150 -4.422 4.900  -0.036
H -0.224 -4.372 5.266  0.133
H 2.248 -4.567 7.503  0.068
H 2.144 -6.191 6.761  0.089
H 0.659 -5.260 7.087  0.086
H 3.312 -3.359 4.695  0.094
H 3.208 -4.975 3.957  0.091
H 3.917 -4.785 5.588  0.092
C 2.547 0.881 2.000  -0.312
O 3.062 1.739 1.294  0.003
N 1.822 1.119 3.148  -0.200
C 1.244 0.045 3.928  -0.058
C 1.632 2.485 3.590  -0.052
H 2.630 -0.190 1.756  0.118
H 0.160 0.184 3.971  0.079
H 1.659 0.080 4.940  0.084
H 1.463 -0.928 3.483  0.072
H 1.119 3.046 2.803  0.095
H 2.611 2.942 3.766  0.090
H 1.041 2.516 4.509  0.083
C 0.101 -1.168 7.939  -0.316
O 0.713 -1.766 7.062  0.002
N -1.161 -0.629 7.808  -0.205
C -1.817 0.066 8.896  -0.067
C -1.855 -0.762 6.543  -0.037
H 0.536 -1.011 8.939  0.128
H -2.750 -0.452 9.134  0.088
H -2.035 1.090 8.580  0.090
H -1.183 0.091 9.786  0.083
H -1.969 -1.824 6.309  0.093
H -1.257 -0.290 5.758  0.076
H -2.839 -0.288 6.591  0.092
C 4.426 4.164 -3.205  -0.333
O 4.457 4.670 -4.320  -0.001
N 5.526 3.761 -2.478  -0.207
C 5.403 3.169 -1.163  -0.064
C 6.847 3.936 -3.046  -0.058
H 3.473 3.985 -2.680  0.128
H 5.945 3.790 -0.443  0.086
H 5.841 2.166 -1.185  0.091
H 4.356 3.097 -0.859  0.076
H 7.008 4.999 -3.251  0.089
H 6.905 3.383 -3.989  0.091
H 7.614 3.573 -2.358  0.083
C 3.126 -5.660 10.141  -0.322
O 3.641 -4.802 9.436  -0.002
N 2.401 -5.422 11.290  -0.209
C 1.823 -6.496 12.070  -0.067
C 2.212 -4.056 11.731  -0.048
H 3.209 -6.732 9.897  0.132
H 0.739 -6.357 12.113  0.089
H 2.238 -6.461 13.081  0.089
H 2.043 -7.470 11.624  0.085
H 1.698 -3.495 10.944  0.088
H 3.190 -3.599 11.907  0.095
H 1.620 -4.025 12.650  0.088

***

Entry 3:
Here is a molecular structure, C30H34N10O4SeTi from OMol25. Energies are from wB97M-V/def2-TZVPD.

Calculated values
**2S+1**: 2
**E**: -143214.850 eV
**Energy relative to the best compared isomer or geometry (same formula, charge and spin)**: 37.39 kJ/mol
**Kohn-Sham gap (spin up / spin down)**: 3.47 / 3.47 eV
**Net charge**: -1

Last column: Löwdin charge in e.
Positions of all 80 atoms, in Å:
Ti 0.177 0.008 0.260  0.581
O 7.067 1.356 0.051  -0.064
C 6.530 0.054 0.186  -0.242
C 5.050 0.118 0.419  -0.225
C 4.391 -0.976 1.028  -0.049
C 3.022 -0.982 1.074  -0.166
N 2.244 0.010 0.623  -0.043
C 2.884 1.135 0.141  -0.236
C 4.284 1.178 0.006  0.022
C 2.005 2.193 -0.242  -0.231
C 2.342 3.557 -0.227  0.019
C 1.381 4.516 -0.472  -0.239
C 1.692 5.984 -0.363  -0.245
O 2.559 6.463 -1.378  -0.077
C 0.081 4.074 -0.791  -0.051
C -0.191 2.725 -0.800  -0.185
N 0.721 1.790 -0.516  -0.088
H 7.998 1.265 -0.173  0.079
H 7.016 -0.476 1.021  0.113
H 6.704 -0.534 -0.731  0.113
H 4.963 -1.796 1.426  0.076
H 2.507 -1.825 1.519  0.100
H 4.752 2.037 -0.450  0.114
H 3.344 3.856 0.036  0.117
H 2.217 6.200 0.574  0.114
H 0.752 6.556 -0.371  0.108
H 2.184 6.224 -2.233  0.083
H -0.703 4.786 -0.996  0.091
H -1.180 2.356 -1.042  0.034
O -0.615 1.069 1.510  -0.300
N -1.738 0.908 2.213  -0.161
C -2.029 1.847 3.191  -0.077
C -3.012 1.618 4.107  -0.143
C -3.788 0.451 4.052  -0.154
C -3.549 -0.430 2.970  -0.126
C -2.541 -0.206 2.086  -0.122
H -1.430 2.745 3.162  0.120
H -3.195 2.365 4.868  0.095
H -4.579 0.270 4.760  0.068
H -4.186 -1.291 2.833  0.095
H -2.347 -0.840 1.228  0.020
C 0.420 0.887 5.373  -0.084
N 0.697 0.311 4.081  0.050
C 0.047 -0.753 3.550  -0.590
N -0.868 -1.385 4.366  0.188
O 0.320 -1.181 2.431  -0.038
H 1.061 1.751 5.525  0.087
H 0.621 0.160 6.164  0.083
H -0.622 1.214 5.455  0.063
H 1.266 0.823 3.420  0.145
H -1.433 -0.783 4.948  0.077
H -1.412 -2.074 3.863  0.102
C 2.047 -1.572 -2.194  0.012
C 1.436 -2.422 -1.146  -0.339
N 0.566 -1.992 -0.260  -0.088
C 0.121 -3.080 0.427  -0.124
C 0.778 -4.184 -0.013  -0.058
N 1.609 -3.766 -1.021  -0.009
C 2.608 -4.587 -1.661  -0.081
N 3.927 -4.120 -1.408  -0.046
N 4.649 -3.538 -2.430  0.079
N 5.827 -3.242 -1.995  0.075
C 5.928 -3.593 -0.696  -0.255
C 7.007 -3.500 0.194  -0.022
C 6.796 -3.940 1.489  -0.103
C 5.571 -4.452 1.903  -0.085
C 4.487 -4.568 1.028  -0.010
C 4.690 -4.148 -0.272  -0.168
H 1.580 -0.581 -2.145  0.069
H 1.862 -1.992 -3.183  0.091
H 3.126 -1.484 -2.064  0.073
H -0.655 -2.998 1.163  0.104
H 0.718 -5.212 0.292  0.109
H 2.483 -4.580 -2.750  0.141
H 2.476 -5.613 -1.289  0.143
H 7.955 -3.103 -0.133  0.111
H 7.604 -3.883 2.207  0.102
H 5.448 -4.761 2.933  0.104
H 3.537 -4.954 1.367  0.107
Se -1.645 -0.304 -1.287  0.047

***

Entry 4:
Here is a molecular structure, C17H33BCrN6Si2 from OMol25. Energies are from wB97M-V/def2-TZVPD.

Calculated values
**2S+1**: 5
**E**: -71960.995 eV
**Energy relative to the best compared isomer or geometry (same formula, charge and spin)**: 0.00 kJ/mol
**Kohn-Sham gap (spin up / spin down)**: 7.44 / 8.72 eV

Last column: Löwdin charge in e.
Positions of all 60 atoms, in Å:
H 0.099 3.146 0.221  0.075
N 0.450 1.966 -1.484  -0.059
B 0.889 1.108 -3.832  -0.453
N 0.842 2.261 -2.791  -0.004
C 1.001 3.588 -2.906  -0.064
Cr -0.010 0.134 -0.889  0.671
H 1.297 4.019 -3.856  0.126
C 0.691 4.187 -1.686  -0.046
H 0.652 5.235 -1.449  0.092
C 0.386 3.135 -0.813  -0.100
H 1.161 1.450 -4.939  0.116
C -1.970 -2.581 0.288  -0.034
H -2.446 -2.644 1.272  0.021
H -1.220 -3.364 0.190  0.024
H -2.755 -2.731 -0.462  0.021
N -0.544 0.463 -3.779  0.001
N 1.846 0.030 -3.227  0.003
N -1.068 0.003 -2.565  -0.068
N 1.498 -0.531 -1.995  -0.060
C -1.446 0.240 -4.750  -0.065
C 2.917 -0.629 -3.710  -0.061
H -1.236 0.533 -5.772  0.126
H 3.382 -0.343 -4.640  0.122
C -2.569 -0.362 -4.187  -0.057
C 3.250 -1.653 -2.824  -0.052
C -2.291 -0.505 -2.823  -0.099
C 2.326 -1.574 -1.787  -0.101
H -3.460 -0.641 -4.723  0.093
H 4.047 -2.376 -2.897  0.095
H -2.893 -0.923 -2.022  0.105
H 2.189 -2.218 -0.938  0.068
H -1.478 -1.588 0.147  -0.020
C -0.145 -2.139 3.557  -0.198
Si 0.937 -1.300 2.254  0.390
C 2.358 -0.555 3.221  -0.187
C 1.610 -2.770 1.329  -0.197
C 0.142 0.111 1.223  -0.478
Si -1.159 0.893 2.377  0.394
C -0.399 1.290 4.072  -0.200
C -1.774 2.556 1.759  -0.204
C -2.710 -0.128 2.725  -0.186
H 0.540 -2.809 4.099  0.036
H -0.929 -2.773 3.126  0.021
H -0.613 -1.491 4.305  0.009
H 2.843 -1.367 3.779  0.032
H 3.108 -0.123 2.548  0.033
H 2.072 0.216 3.944  0.015
H 1.072 -3.009 0.408  0.004
H 2.672 -2.634 1.098  0.033
H 1.535 -3.651 1.979  0.038
H 0.992 0.848 1.162  -0.004
H 0.516 1.892 3.976  0.032
H -1.131 1.893 4.632  0.032
H -0.153 0.430 4.707  0.011
H -2.053 2.535 0.698  0.025
H -2.662 2.860 2.333  0.035
H -1.023 3.345 1.900  0.026
H -3.286 -0.322 1.810  0.026
H -2.543 -1.094 3.219  0.011
H -3.356 0.462 3.395  0.035